Computed, not measured: one molecule with the formula C22H31N3O4S, with ωB97M-V/def2-TZVPD.

Summary:
relative energy (zero: lowest compared OMol25 entry of this formula, charge and spin)	12.7	kcal/mol
SMILES string	CCCCNC(=O)c1cn(CC)c2ccc(S(=O)(=O)N3CCCCCC3)cc2c1=O
charge	0
orbital gap	8.63	eV
E	-46813.9615	eV

Cartesian coordinates (Å):
C  -7.87  -2.45  -0.64
C  -6.58  -3.18  -0.97
C  -5.36  -2.25  -1.02
C  -5.02  -1.65  0.35
N  -3.79  -0.90  0.29
C  -3.74  0.43  0.46
O  -4.71  1.12  0.76
C  -2.39  1.04  0.28
C  -2.30  2.38  0.51
N  -1.18  3.12  0.42
C  -0.01  2.52  0.00
C  1.18  3.24  -0.16
C  2.33  2.61  -0.57
C  2.32  1.25  -0.86
C  1.17  0.53  -0.72
C  -0.01  1.14  -0.28
C  -1.21  0.30  -0.12
O  -1.17  -0.91  -0.32
H  1.13  -0.53  -0.95
S  3.84  0.45  -1.40
O  4.87  1.45  -1.37
O  3.59  -0.25  -2.62
N  4.18  -0.66  -0.23
C  4.45  -0.13  1.09
H  4.32  0.95  1.04
C  5.87  -0.45  1.58
H  6.55  0.33  1.23
C  6.41  -1.79  1.08
H  6.71  -1.68  0.03
C  5.41  -2.95  1.17
C  4.57  -3.10  -0.09
H  5.23  -3.14  -0.95
C  3.56  -1.96  -0.30
H  2.76  -2.04  0.45
H  3.13  -2.05  -1.29
H  4.00  -4.04  -0.05
H  5.97  -3.88  1.31
H  4.77  -2.82  2.05
H  7.30  -2.03  1.65
H  5.86  -0.44  2.67
H  3.71  -0.53  1.79
H  3.26  3.15  -0.70
H  1.22  4.30  0.04
C  -1.27  4.55  0.67
C  -1.45  5.33  -0.63
H  -2.37  5.01  -1.13
H  -0.62  5.16  -1.31
H  -1.53  6.39  -0.41
H  -2.13  4.71  1.32
H  -0.38  4.88  1.20
H  -3.21  2.89  0.81
H  -2.93  -1.37  0.01
H  -5.80  -0.96  0.68
H  -4.91  -2.46  1.08
H  -4.50  -2.81  -1.38
H  -5.55  -1.44  -1.72
H  -6.68  -3.66  -1.94
H  -6.40  -3.96  -0.23
H  -8.04  -1.63  -1.34
H  -7.85  -2.03  0.36
H  -8.72  -3.13  -0.70